w:
8
Properties=species:S:1:pos:R:3:nbo_charge:R:1 method="wB97M-V/def2-TZVPD" homo_energy_ev=-7.881 lumo_ev=-0.07 smiles="O=S1(=P)C=C1" gap_ev=7.808 total_charge=0
O 0.429 1.873 0.274 -0.91
S 0.329 0.431 0.248 1.31
P 0.921 -0.904 1.756 -0.26
C -0.437 -0.216 -1.320 -0.29
C -1.255 -0.211 -0.300 -0.34
H 2.346 -0.467 1.633 -0.01
H -0.180 -0.209 -2.414 0.27
H -2.152 -0.298 0.123 0.23

x:
8
Properties=species:S:1:pos:R:3:nbo_charge:R:1 method="wB97M-V/def2-TZVPD" homo_energy_ev=-9.688 lumo_ev=-0.43 gap_ev=9.254 total_charge=0
C 1.788 -0.997 0.228 -0.80
C -0.768 1.240 -0.162 -0.72
O -1.778 -1.124 -0.142 -0.91
P 0.944 -2.179 -0.317 0.59
S -1.653 0.105 0.653 1.17
H -0.516 1.847 0.687 0.22
H -0.458 1.315 -1.200 0.25
H 2.441 -0.207 0.253 0.20

What should be chosen as the least stable of them? Choose w.

w:
30
Properties=species:S:1:pos:R:3:nbo_charge:R:1 method="wB97M-V/def2-TZVPD" homo_energy_ev=-7.864 lumo_ev=0.59 gap_ev=8.458 total_charge=0
H -1.556 -0.728 -2.205 0.36
N -1.718 -1.050 -1.258 -0.74
C -0.853 -1.395 -0.394 0.42
C -1.392 -1.817 0.981 -0.70
C 0.698 -1.688 -0.542 -0.50
C 1.493 -0.497 -0.458 -0.01
C 1.799 0.190 -1.601 -0.24
C 2.542 1.394 -1.524 -0.19
C 3.060 1.827 -0.362 -0.23
C 2.573 1.244 0.792 -0.18
C 1.956 -0.004 0.795 -0.21
H -2.292 -1.157 1.300 0.27
H -0.704 -1.935 1.704 0.20
H -1.898 -2.739 0.635 0.24
H 0.996 -2.367 0.266 0.23
H 0.801 -2.120 -1.564 0.23
H 1.546 0.038 -2.617 0.21
H 2.752 2.071 -2.365 0.21
H 3.592 2.808 -0.300 0.21
H 2.784 1.754 1.709 0.21
H 1.680 -0.578 1.637 0.21
N -1.138 1.639 0.550 -0.82
C -2.162 1.263 -0.327 0.20
N -3.305 0.907 0.129 0.27
O -3.543 0.782 1.380 -0.59
O -4.336 0.437 -0.731 -0.55
H -1.509 1.664 1.463 0.40
H -0.695 2.562 0.381 0.39
H -1.912 1.462 -1.432 0.21
H -3.920 -0.287 -1.261 0.49

x:
30
Properties=species:S:1:pos:R:3:nbo_charge:R:1 method="wB97M-V/def2-TZVPD" homo_energy_ev=-8.950 lumo_ev=0.55 smiles="CC[C@]12N=NN3CCC[C@](C)(OC1=O)[C@@H]32" gap_ev=9.504 total_charge=0
C 2.906 -1.581 0.895 -0.59
C 2.654 -0.082 0.663 -0.43
C 1.474 0.051 -0.216 -0.03
N 1.591 -0.829 -1.436 -0.23
N 0.541 -1.516 -1.552 0.06
N -0.380 -1.251 -0.668 -0.26
C -1.789 -1.557 -0.903 -0.22
C -2.457 -0.253 -1.413 -0.41
C -2.317 0.849 -0.248 -0.41
C -0.878 0.995 0.235 0.23
C -1.040 1.911 1.442 -0.63
O -0.043 1.761 -0.731 -0.50
C 1.221 1.447 -0.732 0.78
O 2.035 2.205 -1.131 -0.55
C -0.079 -0.274 0.355 -0.11
H 2.014 -2.113 1.525 0.17
H 3.805 -1.817 1.384 0.22
H 2.768 -2.076 -0.027 0.23
H 3.667 0.214 0.248 0.25
H 2.596 0.546 1.600 0.22
H -2.186 -1.934 0.050 0.20
H -1.689 -2.323 -1.774 0.24
H -3.509 -0.575 -1.398 0.21
H -1.958 0.112 -2.277 0.22
H -2.570 1.690 -0.781 0.23
H -3.091 0.528 0.377 0.22
H -0.562 1.588 2.288 0.21
H -2.106 2.176 1.714 0.22
H -0.548 2.838 1.189 0.24
H -0.067 -0.729 1.323 0.22

What should be chosen as the least stable of them? Choose w.

w:
20
Properties=species:S:1:pos:R:3:nbo_charge:R:1 method="wB97M-V/def2-TZVPD" s2=0.750 homo_energy_ev="-3.679 / -10.104" lumo_ev="0.74 / 0.71" gap_ev="4.415 / 10.816" spin_multiplicity=2 total_charge=0
O -3.208 0.522 0.449 -0.54
C -2.707 1.647 0.474 0.43
C -2.045 2.280 -0.725 -0.74
H -2.662 2.161 1.446 0.12
H -1.281 1.571 -1.097 0.24
H -1.620 3.284 -0.504 0.23
H -2.777 2.408 -1.534 0.25
C 0.449 -0.974 0.070 -0.26
N -0.497 -1.953 0.563 -0.84
C 1.874 -1.592 0.091 -0.28
N 2.829 -0.456 -0.189 -1.11
H 0.398 -0.065 0.714 0.18
H 0.233 -0.644 -0.968 0.20
H -0.780 -1.699 1.495 0.36
H -1.387 -1.786 0.038 0.37
H 2.017 -2.334 -0.680 0.22
H 2.098 -1.931 1.123 0.22
H 3.824 -0.640 -0.049 0.36
H 2.678 -0.077 -1.172 0.26
H 2.563 0.277 0.455 0.33

x:
20
Properties=species:S:1:pos:R:3:nbo_charge:R:1 method="wB97M-V/def2-TZVPD" s2=0.754 homo_energy_ev="-7.951 / -9.144" lumo_ev="0.91 / 0.13" gap_ev="8.859 / 9.278" spin_multiplicity=2 total_charge=0
C -0.266 2.285 -0.291 -0.04
O 0.199 2.802 -1.526 -0.73
C -1.583 1.585 -0.188 -0.52
C -1.586 0.724 1.021 -0.09
C -0.601 -0.401 1.274 -0.32
N -0.672 -1.716 0.593 -0.80
N 3.573 -4.406 -0.569 -1.13
H 0.505 1.498 -0.172 0.17
H -0.203 3.088 0.516 0.15
H -0.115 3.673 -1.740 0.47
H -1.532 1.109 -1.105 0.22
H -2.307 1.072 1.787 0.18
H -2.352 2.330 -0.319 0.21
H 0.365 0.081 1.034 0.19
H -0.398 -0.520 2.369 0.21
H 4.419 -4.711 -1.026 0.37
H -1.490 -2.128 1.024 0.35
H -0.951 -1.503 -0.408 0.35
H 2.729 -4.550 -1.163 0.39
H 3.648 -4.164 0.354 0.38

What should be chosen as the least stable of them? Choose w.

w:
20
Properties=species:S:1:pos:R:3:nbo_charge:R:1 method="wB97M-V/def2-TZVPD" s2=0.751 homo_energy_ev="-3.398 / -10.028" lumo_ev="0.70 / 0.59" gap_ev="4.094 / 10.617" spin_multiplicity=2 total_charge=0
C 2.295 -0.216 0.241 -0.31
C 1.473 -1.093 -0.717 -0.64
N 2.674 1.055 -0.454 -1.10
H 1.646 0.081 1.067 0.21
H 3.095 -0.794 0.683 0.22
H 2.073 -1.413 -1.567 0.21
H 0.583 -0.584 -1.082 0.24
H 1.879 1.771 -0.394 0.31
H 3.573 1.479 -0.134 0.29
H 2.802 0.882 -1.468 0.36
H 1.236 -2.003 -0.158 0.21
C -2.377 0.740 1.355 -0.71
C -2.273 0.183 -0.071 0.68
O -1.632 0.768 -0.920 -0.62
N -3.038 -0.914 -0.365 -0.83
H -1.485 0.659 1.957 0.24
H -3.259 0.284 1.809 0.21
H -3.256 -1.176 -1.308 0.40
H -3.408 -1.501 0.336 0.39
H -2.602 1.792 1.190 0.25

x:
20
Properties=species:S:1:pos:R:3:nbo_charge:R:1 method="wB97M-V/def2-TZVPD" s2=0.753 homo_energy_ev="-3.577 / -8.416" lumo_ev="0.70 / 0.67" gap_ev="4.272 / 9.087" spin_multiplicity=2 total_charge=0
C 2.020 1.499 0.836 -0.61
C 1.042 1.815 -0.365 -0.42
C 0.037 0.739 -0.719 -0.20
N -1.303 -1.767 -0.709 -0.87
C -0.008 -1.576 -1.196 0.02
N 0.645 -0.499 -1.155 -0.62
H 1.455 1.228 1.775 0.21
H 2.819 0.783 0.654 0.21
H 2.624 2.384 1.035 0.21
H 1.673 2.053 -1.223 0.20
H 0.447 2.630 0.036 0.21
H -0.612 0.986 -1.607 0.19
H -0.776 0.671 0.188 0.16
H -1.816 -2.566 -1.128 0.39
H -1.606 -1.285 0.096 0.40
H 0.521 -2.474 -1.710 0.15
H 1.574 -0.346 -1.451 0.39
H -2.796 -0.686 2.199 0.46
H -3.149 -2.044 2.578 0.47
O -2.791 -1.544 1.868 -0.93

What should be chosen as the least stable of them? Choose x.

w:
43
Properties=species:S:1:pos:R:3:mulliken_charge:R:1 method="wB97M-V/def2-TZVPD" homo_energy_ev="2.018 / 2.013" lumo_ev="4.63 / 4.63" gap_ev="2.613 / 2.616" total_charge=-2
La -0.184 0.150 0.221 1.27
C 0.691 -2.132 1.770 -0.47
C -0.731 -2.247 1.811 -0.48
C -1.197 -2.525 0.492 -0.80
H -1.344 -2.218 2.716 0.43
C -0.058 -2.574 -0.376 -0.41
C 1.107 -2.335 0.419 -0.68
H 2.139 -2.367 0.070 0.44
H 1.347 -1.995 2.631 0.42
H -2.228 -2.739 0.207 0.41
H -0.070 -2.840 -1.435 0.50
C 1.874 2.068 0.672 -0.60
C 2.523 0.831 0.390 -0.58
C 2.282 0.506 -0.981 -0.77
H 3.137 0.253 1.085 0.41
C 1.496 1.556 -1.545 0.03
C 1.243 2.521 -0.528 -0.72
H 0.725 3.471 -0.669 0.41
H 1.917 2.617 1.615 0.46
H 2.684 -0.345 -1.531 0.46
H 1.208 1.638 -2.596 0.28
O -1.284 0.534 -1.622 1.06
C -0.840 0.309 -4.355 0.57
C -2.189 0.513 -3.826 -1.21
C -0.304 -1.039 -4.505 -1.35
C -0.173 1.431 -5.021 -2.04
C -2.139 1.253 -2.475 -1.53
H -2.676 -0.464 -3.673 0.12
H -2.792 1.107 -4.533 0.65
H -1.745 2.279 -2.614 0.33
H -3.145 1.304 -2.023 0.03
H -0.791 -1.558 -5.352 0.47
H -0.456 -1.661 -3.610 -0.01
H 0.773 -1.009 -4.726 0.27
H -0.600 1.603 -6.028 0.80
H 0.898 1.227 -5.167 0.20
H -0.272 2.383 -4.479 0.22
B -0.241 0.625 5.097 0.05
C -0.553 0.812 3.607 0.30
N -0.807 0.960 2.467 -0.52
H -1.233 0.931 5.739 -0.16
H 0.699 1.350 5.389 -0.15
H 0.053 -0.545 5.303 -0.14

x:
43
Properties=species:S:1:pos:R:3:mulliken_charge:R:1 method="wB97M-V/def2-TZVPD" homo_energy_ev="2.200 / 2.162" lumo_ev="4.60 / 4.60" gap_ev="2.405 / 2.436" total_charge=-2
La 0.092 0.867 0.075 1.49
C -1.440 2.478 -1.698 -0.48
C -0.119 2.590 -2.227 -0.48
C 0.274 1.313 -2.727 -0.83
H 0.467 3.513 -2.287 0.45
C -0.814 0.405 -2.517 -0.55
C -1.871 1.129 -1.885 -0.68
H -2.858 0.737 -1.637 0.45
H -2.042 3.297 -1.299 0.42
H 1.203 1.087 -3.252 0.44
H -0.859 -0.633 -2.852 0.66
C -1.267 1.228 2.493 -0.56
C -2.263 0.980 1.499 -0.58
C -2.153 -0.386 1.090 -0.78
H -3.033 1.682 1.176 0.43
C -1.068 -0.967 1.807 -0.04
C -0.521 0.024 2.676 -0.74
H 0.293 -0.135 3.388 0.41
H -1.120 2.163 3.039 0.48
H -2.786 -0.909 0.370 0.43
H -0.771 -2.015 1.763 0.33
O 1.242 -1.019 0.070 0.89
C 0.989 -3.484 -0.285 0.57
C 2.369 -2.976 -0.459 -1.34
C 0.027 -3.472 -1.383 -1.03
C 0.688 -4.177 0.973 -1.84
C 2.454 -1.676 0.356 -1.53
H 2.536 -2.722 -1.518 0.21
H 3.117 -3.693 -0.101 0.60
H 2.531 -1.884 1.436 0.34
H 3.292 -1.034 0.044 -0.01
H 0.264 -4.235 -2.152 0.40
H -0.001 -2.493 -1.899 -0.21
H -0.986 -3.695 -1.010 0.26
H 1.153 -5.181 1.019 0.61
H -0.395 -4.316 1.107 0.24
H 1.085 -3.614 1.836 0.24
B 0.256 5.699 0.833 0.05
C 0.632 4.217 0.810 0.33
N 0.930 3.077 0.796 -0.60
H 1.279 6.366 0.874 -0.16
H -0.421 5.897 1.832 -0.15
H -0.384 5.965 -0.176 -0.14

What should be chosen as the least stable of them? Choose x.